Molecular formula: C3H9ClNPS
Method: DFT, the ωB97M-V functional and the def2-TZVPD basis

Element x y z (Å)
1 C 1.315 1.526 0.466
2 C -1.792 -0.509 -1.405
3 C 1.580 0.061 0.732
4 N -0.579 -0.234 -0.771
5 P 0.010 -0.897 0.628
6 S -1.501 -3.574 1.154
7 Cl -1.030 -0.052 2.144
8 H 0.639 1.973 1.224
9 H 2.281 1.952 0.608
10 H 0.941 1.668 -0.496
11 H -2.632 0.266 -1.048
12 H -1.733 -0.337 -2.494
13 H -2.167 -1.469 -1.037
14 H 2.166 -0.034 1.616
15 H 2.266 -0.383 0.037
16 H 0.240 0.045 -1.359

As for the LUMO energy (alpha / beta): -1.70 / -1.74 eV. The total energy comes out at -1374.092820 Eh. For the energy relative to the best compared isomer or geometry (same formula, charge and spin), the calculation gives 86.7 kcal/mol.

=====

Molecular formula: C31H27BrN3O4RuSTe
Method: DFT, the ωB97M-V functional and the def2-TZVPD basis

Element x y z (Å)
1 Ru -0.946 -0.260 -1.117
2 O -1.837 2.111 -0.731
3 S -2.053 1.304 0.514
4 C -2.954 2.384 1.647
5 C -2.914 3.762 1.490
6 C -3.615 4.579 2.364
7 C -4.363 4.018 3.393
8 C -4.412 2.639 3.542
9 C -3.710 1.822 2.666
10 C -0.543 1.438 1.466
11 C -0.362 0.632 2.590
12 C 0.791 0.735 3.345
13 C 1.787 1.630 2.967
14 C 1.618 2.412 1.835
15 C 0.450 2.310 1.080
16 H -2.338 4.202 0.684
17 H -3.580 5.654 2.241
18 H -4.911 4.657 4.074
19 H -5.001 2.201 4.338
20 H -3.763 0.745 2.786
21 H -1.131 -0.068 2.901
22 H 0.918 0.124 4.228
23 H 2.694 1.714 3.554
24 H 2.393 3.106 1.535
25 H 0.324 2.925 0.195
26 C 2.942 0.205 0.213
27 Te 1.127 -0.804 0.718
28 C 2.247 -1.658 2.320
29 C 3.641 -1.101 2.236
30 C 4.605 -1.482 3.169
31 C 5.891 -0.971 3.091
32 C 6.225 -0.077 2.080
33 C 5.271 0.305 1.149
34 C 3.975 -0.204 1.222
35 H 2.786 1.279 0.261
36 H 3.271 -0.096 -0.785
37 H 2.283 -2.745 2.212
38 H 1.798 -1.376 3.272
39 H 4.353 -2.179 3.959
40 H 6.636 -1.269 3.817
41 H 7.229 0.321 2.019
42 H 5.539 1.001 0.363
43 Br -0.080 0.145 -8.630
44 C -0.082 0.012 -6.746
45 C 1.096 -0.236 -6.058
46 N 1.166 -0.342 -4.727
47 C 0.023 -0.198 -4.073
48 C -1.217 0.055 -4.645
49 C -1.257 0.161 -6.025
50 C -2.481 0.207 -3.789
51 O -3.518 0.424 -4.391
52 O -2.402 0.084 -2.486
53 H 2.039 -0.358 -6.580
54 H 0.072 -0.305 -2.858
55 H -2.205 0.356 -6.514
56 O 0.372 0.293 -2.311
57 N -3.103 -2.163 0.186
58 C -2.293 -2.893 -0.636
59 C -2.527 -4.298 -0.772
60 C -1.726 -5.025 -1.588
61 C -0.673 -4.376 -2.290
62 C -0.495 -3.042 -2.125
63 N -1.310 -2.312 -1.297
64 H -3.850 -2.618 0.683
65 H -2.965 -1.170 0.300
66 H -3.336 -4.765 -0.225
67 H -1.879 -6.089 -1.710
68 H -0.030 -4.948 -2.943
69 H 0.299 -2.527 -2.648

Its spin multiplicity is 2. As for the LUMO energy (alpha / beta): -0.39 / -0.40 eV. The total energy comes out at -4997.526439 Eh. For the energy relative to the best compared isomer or geometry (same formula, charge and spin), the calculation gives 161.3 kcal/mol. As for the expectation value of S²: 0.76.

=====

Molecular formula: C25H20N7O5S2Ti
Method: DFT, the ωB97M-V functional and the def2-TZVPD basis

Element x y z (Å)
1 Ti 1.678 -0.087 0.840
2 C -3.021 -0.270 -2.461
3 C -2.391 -0.330 -1.094
4 N -1.089 -0.087 -0.943
5 N -0.446 0.169 -2.089
6 C 0.806 0.480 -1.961
7 O 1.389 0.610 -0.761
8 C 1.638 0.741 -3.134
9 C 2.976 1.118 -2.982
10 C 3.775 1.339 -4.093
11 C 3.258 1.198 -5.373
12 C 1.928 0.820 -5.531
13 C 1.126 0.588 -4.429
14 C -3.153 -0.710 0.055
15 C -4.579 -0.621 0.085
16 C -5.277 -0.976 1.209
17 C -4.585 -1.449 2.335
18 C -3.201 -1.509 2.231
19 N -2.494 -1.158 1.170
20 H -2.809 0.680 -2.957
21 H -4.095 -0.433 -2.431
22 H -2.578 -1.045 -3.093
23 H 3.388 1.198 -1.984
24 H 4.817 1.600 -3.954
25 H 3.890 1.355 -6.239
26 H 1.519 0.685 -6.527
27 H 0.097 0.273 -4.541
28 H -5.113 -0.231 -0.770
29 H -6.358 -0.880 1.226
30 H -5.092 -1.761 3.238
31 H -2.618 -1.874 3.077
32 S 1.426 -2.439 -0.246
33 C 2.834 -2.400 -1.254
34 C 2.846 -3.307 -2.370
35 N 2.828 -4.042 -3.257
36 C 3.926 -1.620 -1.026
37 S 4.081 -0.536 0.335
38 C 5.064 -1.696 -1.893
39 N 6.004 -1.765 -2.558
40 C -1.671 2.190 1.104
41 C -1.138 1.341 2.192
42 N -0.115 0.511 2.116
43 C 0.031 -0.053 3.352
44 C -0.918 0.431 4.202
45 N -1.642 1.319 3.445
46 C -1.232 0.210 5.625
47 O -0.478 -0.660 6.261
48 O -2.141 0.816 6.155
49 C 1.163 -0.987 3.542
50 O 1.331 -1.553 4.633
51 O 1.881 -1.103 2.503
52 H -1.223 1.859 0.169
53 H -1.434 3.241 1.290
54 H -2.752 2.072 1.028
55 H -2.455 1.805 3.784
56 H 0.258 -1.033 5.658
57 C 2.448 1.743 1.669
58 H 2.587 1.677 2.754
59 H 1.711 2.525 1.457
60 H 3.397 2.025 1.211

Its charge is -2. Its spin multiplicity is 2. As for the LUMO energy (alpha / beta): 4.28 / 4.28 eV. The total energy comes out at -3370.228456 Eh. For the energy relative to the best compared isomer or geometry (same formula, charge and spin), the calculation gives 30.3 kcal/mol. As for the expectation value of S²: 0.80.

=====

Molecular formula: C32H34FN4
Method: DFT, the ωB97M-V functional and the def2-TZVPD basis

Element x y z (Å)
1 N -2.837 3.525 4.981
2 C -2.174 3.159 3.861
3 N -2.215 3.768 2.656
4 C -1.332 3.013 1.919
5 N -0.839 2.010 2.641
6 N -1.345 2.079 3.878
7 F -1.052 1.264 4.879
8 H -3.843 3.633 5.003
9 H -2.260 3.755 5.783
10 H -1.103 3.268 0.876
11 H -0.183 1.312 2.292
12 C 2.032 3.587 -0.144
13 C 2.869 4.530 -0.725
14 C 2.856 4.715 -2.101
15 C 1.999 3.963 -2.896
16 C 1.159 3.022 -2.315
17 C 1.178 2.831 -0.939
18 H 2.045 3.442 0.931
19 H 3.532 5.121 -0.105
20 H 3.513 5.446 -2.555
21 H 1.987 4.111 -3.969
22 H 0.490 2.437 -2.935
23 H 0.525 2.091 -0.486
24 C 1.245 -0.175 -6.517
25 C 2.066 0.072 -7.610
26 C 3.166 0.911 -7.478
27 C 3.450 1.496 -6.251
28 C 2.631 1.246 -5.157
29 C 1.527 0.415 -5.291
30 H 0.386 -0.826 -6.621
31 H 1.849 -0.389 -8.565
32 H 3.802 1.108 -8.332
33 H 4.310 2.146 -6.147
34 H 2.853 1.701 -4.200
35 H 0.885 0.225 -4.438
36 C 0.956 -0.355 7.069
37 C 1.440 0.858 6.594
38 C 2.498 1.486 7.238
39 C 3.080 0.895 8.351
40 C 2.599 -0.320 8.824
41 C 1.535 -0.943 8.185
42 H 0.128 -0.843 6.568
43 H 0.992 1.316 5.723
44 H 2.871 2.435 6.871
45 H 3.909 1.381 8.851
46 H 3.055 -0.781 9.691
47 H 1.157 -1.887 8.557
48 C 0.777 -1.335 -0.016
49 C 0.198 -2.510 0.449
50 C -0.394 -3.392 -0.445
51 C -0.398 -3.105 -1.805
52 C 0.185 -1.932 -2.269
53 C 0.768 -1.045 -1.375
54 H 1.239 -0.644 0.683
55 H 0.208 -2.737 1.508
56 H -0.852 -4.305 -0.083
57 H -0.855 -3.796 -2.503
58 H 0.183 -1.710 -3.329
59 H 1.219 -0.128 -1.736
60 C -4.958 -5.234 -0.750
61 C -4.120 -4.293 -1.335
62 C -4.131 -4.114 -2.713
63 C -4.988 -4.868 -3.504
64 C -5.828 -5.806 -2.918
65 C -5.810 -5.992 -1.542
66 H -4.947 -5.376 0.324
67 H -3.457 -3.699 -0.717
68 H -3.473 -3.384 -3.170
69 H -5.000 -4.725 -4.578
70 H -6.497 -6.394 -3.535
71 H -6.462 -6.728 -1.086

Its charge is +1. As for the LUMO energy: -3.87 eV. The total energy comes out at -1558.279167 Eh. For the energy relative to the best compared isomer or geometry (same formula, charge and spin), the calculation gives 13.7 kcal/mol.

=====

Molecular formula: C7H16O3
Method: DFT, the ωB97M-V functional and the def2-TZVPD basis

Element x y z (Å)
1 C 1.072 -0.570 0.929
2 C -0.719 0.443 1.302
3 C 0.571 -1.933 0.534
4 C 1.689 -0.447 2.298
5 O 1.777 0.107 0.030
6 H 1.653 -0.208 -0.928
7 H 1.432 -2.556 0.270
8 H 1.843 0.600 2.553
9 H -0.355 1.443 1.523
10 H -1.782 0.461 1.031
11 H -0.755 -0.135 2.223
12 H 0.035 -2.401 1.358
13 H -0.082 -1.894 -0.336
14 H 2.667 -0.936 2.268
15 H 1.087 -0.925 3.068
16 C -0.709 0.919 -1.477
17 C -2.170 1.253 -1.617
18 C -0.181 -0.199 -2.186
19 O 0.058 2.087 -1.407
20 O 1.043 -0.424 -2.361
21 H 0.991 1.846 -1.472
22 H -0.617 0.395 -0.150
23 H -0.919 -0.955 -2.500
24 H -2.511 1.833 -0.757
25 H -2.342 1.851 -2.515
26 H -2.773 0.346 -1.681

As for the LUMO energy (alpha / beta): 0.66 / 0.66 eV. The total energy comes out at -501.897479 Eh. For the energy relative to the best compared isomer or geometry (same formula, charge and spin), the calculation gives 91.3 kcal/mol.

=====

Molecular formula: C3H5P
Method: DFT, the ωB97M-V functional and the def2-TZVPD basis

Element x y z (Å)
1 C 0.554 0.010 -0.663
2 C 0.415 -0.386 0.705
3 P -0.352 -0.076 2.233
4 C 0.879 -1.343 1.727
5 H -0.330 0.471 -1.058
6 H 0.948 -0.875 -1.175
7 H 1.337 0.736 -0.648
8 H 0.639 -2.286 1.371
9 H 1.939 -1.319 2.116

As for the SMILES: CC1=PC1. As for the LUMO energy: 0.44 eV. The total energy comes out at -458.560815 Eh. For the energy relative to the best compared isomer or geometry (same formula, charge and spin), the calculation gives 13.0 kcal/mol.

=====

Molecular formula: C17H17Br2N5O4
Method: DFT, the ωB97M-V functional and the def2-TZVPD basis

Element x y z (Å)
1 C -4.234 0.820 -0.719
2 O -3.785 0.213 -1.994
3 C -3.210 1.164 -2.861
4 O -2.900 2.334 -2.611
5 C -2.823 0.698 -4.312
6 C -2.361 -0.810 -4.361
7 O -2.920 -1.676 -5.115
8 N -1.332 -1.281 -3.638
9 C -0.436 -0.702 -2.800
10 N -0.170 0.575 -2.782
11 C 0.482 1.078 -1.716
12 C 1.071 0.306 -0.759
13 C 0.865 -1.076 -0.875
14 N 0.059 -1.510 -1.832
15 C 1.590 -1.971 0.079
16 C 1.724 -1.469 1.526
17 C 2.443 -0.101 1.371
18 N 2.635 0.479 2.713
19 C 3.000 1.779 3.123
20 O 3.334 2.656 2.337
21 C 3.253 2.027 4.624
22 C 3.002 1.331 5.806
23 C 3.496 2.098 6.851
24 Br 3.799 1.514 8.631
25 C 3.901 3.359 6.395
26 Br 4.656 4.724 7.517
27 N 3.678 3.294 4.991
28 C 1.743 0.857 0.449
29 H -3.367 0.928 -0.040
30 H -4.624 1.795 -0.873
31 H -5.012 0.183 -0.213
32 H -3.609 0.880 -4.971
33 H -1.922 1.313 -4.669
34 H -1.349 -2.315 -3.566
35 H 0.590 2.101 -1.583
36 H 2.562 -2.245 -0.407
37 H 1.079 -2.894 0.147
38 H 0.819 -1.372 2.073
39 H 2.316 -2.075 2.088
40 H 3.426 -0.296 0.944
41 H 2.417 -0.111 3.533
42 H 2.508 0.298 5.963
43 H 4.043 3.896 4.285
44 H 2.375 1.622 0.087
45 H 1.001 1.395 0.977

As for the SMILES: COC(=O)CC(=O)Nc1ncc2c(n1)CC[C@H](NC(=O)c1cc(Br)c(Br)[nH]1)C2. As for the LUMO energy: 0.27 eV. The total energy comes out at -6380.774156 Eh.

=====

Molecular formula: C4H5N3
Method: DFT, the ωB97M-V functional and the def2-TZVPD basis

Element x y z (Å)
1 C -1.380 -0.209 0.465
2 N -0.396 -0.143 -0.660
3 C 0.998 0.185 -0.278
4 C 1.808 -0.922 -0.005
5 N 2.432 -1.891 0.176
6 C 1.178 1.506 0.146
7 N 1.240 2.628 0.460
8 H -1.054 -0.997 1.144
9 H -2.379 -0.416 0.073
10 H -1.355 0.754 0.976
11 H -0.717 0.546 -1.346
12 H -0.375 -1.041 -1.151

As for the LUMO energy: -0.12 eV. The total energy comes out at -319.605077 Eh. For the energy relative to the best compared isomer or geometry (same formula, charge and spin), the calculation gives 67.2 kcal/mol.